A 3-piece molecular cluster, C5H14NO2 overall at a distorted geometry, computed with ωB97M-V/def2-TZVPD.

The geometry in XYZ format:
```
22
Properties=species:S:1:pos:R:3:forces:R:3
C 1.69601 -0.06260 -3.08597 -0.95 0.36 0.55
C 0.94333 0.88568 -2.10320 -0.32 0.62 -3.21
C 0.68469 0.29151 -0.79077 -0.82 -0.01 0.93
C -0.25247 0.85511 -0.02579 0.23 0.68 1.62
N -0.25822 0.69507 1.45567 0.72 -0.58 -0.12
C -1.16866 0.33959 2.26985 -0.51 0.15 -0.39
H 2.24935 0.42158 -3.88837 -0.18 0.29 0.16
H 0.93958 -0.71082 -3.53641 0.46 -0.31 0.07
H 2.40412 -0.60120 -2.47455 0.28 -0.56 -0.16
H -0.00692 1.23446 -2.57881 0.18 -0.80 0.36
H 1.39694 1.88156 -2.16577 0.67 -0.24 1.16
H 1.17868 -0.65553 -0.48575 -0.04 0.94 -0.06
H -0.79584 1.77769 -0.19773 0.02 -0.18 -0.77
H 0.62623 1.00981 1.84308 0.09 -0.27 0.33
H -2.13897 0.13920 1.83844 -0.15 -0.35 0.01
H -1.03613 0.32747 3.35767 0.23 0.15 -0.62
H -0.80614 2.94549 4.56293 -0.03 -0.43 0.14
H -0.61219 1.73435 5.50214 -0.03 0.14 0.02
O -0.82586 1.97464 4.59328 0.13 0.39 -0.03
H -0.78528 -4.47434 -1.73887 -0.14 -0.06 -0.13
H 0.20593 -4.57518 -2.87242 0.10 -0.08 -0.19
O -0.71748 -4.37932 -2.69637 0.05 0.15 0.33
```
Positions in Å, forces in eV/Å.

Output
E_tot, hartree: -403.82422
Largest force on an atom, eV/A: 3.28
HOMO-LUMO gap, Eh: 0.3347
Relative energy (zero: lowest compared OMol25 entry of this formula, charge and spin), kJ/mol: 307.6
Total charge: +1
HOMO energy, Eh: -0.5052
Spin multiplicity: 1